Below is an isolated molecule of C18H12O2S in a non-equilibrium geometry, with properties calculated with ωB97M-V/def2-TZVPD.

Summary:
- Kohn-Sham gap: 8.9 eV
- E_tot: -1241.77074 Eh
- SMILES: O=C(c1ccccc1)c1ccsc1C(=O)c1ccccc1
- LUMO energy: -0.5 eV
- Spin multiplicity: 1

Cartesian coordinates (Å):
S  0.8899  -2.8270  1.9226
O  3.4321  1.3299  1.4236
O  -0.4429  0.7478  2.2038
C  -2.6307  -2.0451  -1.0469
C  1.4849  2.8376  -0.1224
C  -1.5891  -0.7274  0.6997
C  1.7050  1.4730  -0.1731
C  -2.8409  -0.1088  0.9500
C  0.3402  2.7723  -2.2650
C  0.8361  -1.0891  1.5121
C  0.8010  3.4857  -1.1382
C  0.5527  1.3910  -2.3360
C  2.1194  -0.6132  1.2545
C  -1.4733  -1.6571  -0.3420
C  -0.4228  -0.3175  1.5407
C  1.2558  0.7790  -1.2870
C  -3.9699  -0.5089  0.2495
C  2.6142  -2.8823  1.7769
C  -3.8604  -1.4974  -0.7552
C  3.1374  -1.6613  1.4191
C  2.4402  0.7868  0.8992
H  1.3958  -0.3367  -1.4004
H  1.8939  3.4372  0.7066
H  -2.9094  0.6522  1.7291
H  -0.5431  -2.1530  -0.5987
H  0.1172  0.8449  -3.1656
H  -4.9307  -0.0310  0.4663
H  3.2124  -3.7576  1.9941
H  -4.6845  -1.8445  -1.3867
H  0.6692  4.5463  -1.0764
H  4.2110  -1.4916  1.2477
H  -2.6072  -2.7873  -1.8170
H  -0.2033  3.2528  -3.0849